Computed, not measured: the molecule CO, with ωB97M-V/def2-TZVPD.

- Energy above the lowest of the compared OMol25 structures with the same formula, charge and spin: 1.9 kcal/mol
- Strongest force on any atom: 4.14 eV/A
- HOMO-LUMO gap: 0.5385 hartree
- E: -3084.0330 eV
- Charge: 0
- HOMO energy: -13.35 eV

Geometry (Å):
C (-0.2679, -0.1051, -0.5045)
O (0.2679, 0.1051, 0.5045)

Need the Mulliken charges? In units of e they are: 0.155 -0.155

Computed, not measured: the molecule CO2S, with ωB97M-V/def2-TZVPD.

- Energy above the lowest of the compared OMol25 structures with the same formula, charge and spin: 2.0 kcal/mol
- Strongest force on any atom: 2.38 eV/A
- HOMO-LUMO gap: 0.3362 hartree
- E: -15965.0566 eV
- Charge: 0
- HOMO energy: -10.32 eV

Geometry (Å):
C (0.3172, -0.0775, -0.0749)
O (1.3899, -0.5987, 0.0379)
O (-0.3628, 1.0866, 0.0244)
S (-1.3442, -0.4104, 0.0126)

Need the Mulliken charges? In units of e they are: 0.720 -0.426 -0.267 -0.027

Computed, not measured: an isolated ion of composition CO3PS and charge -1, with ωB97M-V/def2-TZVPD.

- Energy above the lowest of the compared OMol25 structures with the same formula, charge and spin: 8.7 kcal/mol
- Strongest force on any atom: 3.54 eV/A
- HOMO-LUMO gap: 0.2682 hartree
- E: -27306.3845 eV
- Charge: -1
- HOMO energy: -3.70 eV

Geometry (Å):
C (-1.0269, -0.1993, 0.0016)
O (-1.3592, -1.2637, -0.4611)
O (0.2153, -0.1080, 0.4788)
O (2.6233, 0.0761, 0.3383)
P (1.4227, 0.2846, -0.4824)
S (-1.8752, 1.2104, 0.1249)

Need the Mulliken charges? In units of e they are: 0.300 -0.578 -0.046 -0.503 0.358 -0.532

Computed, not measured: a 2-piece molecular cluster, CO4P overall, with ωB97M-V/def2-TZVPD.

- Energy above the lowest of the compared OMol25 structures with the same formula, charge and spin: 2.2 kcal/mol
- Strongest force on any atom: 2.96 eV/A
- HOMO-LUMO gap: 0.2831 hartree
- E: -18519.5666 eV
- Charge: -1
- HOMO energy: -3.97 eV

Geometry (Å):
C (-0.2039, -0.4459, 1.4703)
O (0.3033, 0.1059, 2.3272)
O (-0.8102, -1.1630, 0.7779)
O (-0.6249, 0.2343, -2.4838)
O (0.6621, 0.9525, -0.3532)
P (0.6736, 0.3162, -1.7385)

Need the Mulliken charges? In units of e they are: 0.763 -0.381 -0.405 -0.483 -0.470 -0.024

Computed, not measured: a 2-piece molecular cluster, CO4S overall, with ωB97M-V/def2-TZVPD.

- Energy above the lowest of the compared OMol25 structures with the same formula, charge and spin: 3.3 kcal/mol
- Strongest force on any atom: 2.07 eV/A
- HOMO-LUMO gap: 0.3988 hartree
- E: -20062.3592 eV
- Charge: 0
- HOMO energy: -12.10 eV

Geometry (Å):
C (1.3115, -1.8234, -0.9821)
O (1.5069, -2.8683, -1.4400)
O (-1.9144, 1.0298, 0.3068)
O (1.0609, -0.7304, -0.7372)
O (-0.6339, 2.1303, 2.0473)
S (-1.3310, 2.2621, 0.8052)

Need the Mulliken charges? In units of e they are: 0.686 -0.353 -0.369 -0.336 -0.358 0.730

Computed, not measured: the molecule CO4S2, with ωB97M-V/def2-TZVPD.

- Energy above the lowest of the compared OMol25 structures with the same formula, charge and spin: 74.7 kcal/mol
- Strongest force on any atom: 5.02 eV/A
- HOMO-LUMO gap (alpha / beta): 0.2711 / 0.2763 hartree
- E: -30893.4653 eV
- Charge: 0
- HOMO energy (alpha / beta): -9.22 / -8.86 eV

Geometry (Å):
C (-1.7370, 1.4982, 0.2573)
O (0.6385, 0.8161, 1.7575)
O (-1.1487, 1.8811, -0.6913)
O (1.0008, -2.1842, -1.7925)
O (0.1984, -0.7929, 0.0349)
S (-0.4536, -0.0086, 1.2734)
S (1.5016, -1.2097, -0.8394)

Need the Mulliken charges? In units of e they are: 0.158 -0.446 -0.212 -0.372 -0.250 0.600 0.522

Computed, not measured: Ca2HgI as an isolated structure, with ωB97M-V/def2-TZVPD.

- Energy above the lowest of the compared OMol25 structures with the same formula, charge and spin: 140.1 kcal/mol
- Strongest force on any atom: 3.50 eV/A
- HOMO-LUMO gap: 0.2576 hartree
- E: -49080.0570 eV
- Charge: +5
- HOMO energy: -31.47 eV

Geometry (Å):
Hg (2.8539, -1.1870, 0.5129)
Ca (-2.3486, 0.5567, -1.6412)
Ca (-1.0776, 0.2479, 1.8049)
I (0.5723, 0.3823, -0.6766)

Need the Mulliken charges? In units of e they are: 1.492 1.673 1.669 0.166

Computed, not measured: CaH14O7 as an isolated structure, with ωB97M-V/def2-TZVPD.

- Energy above the lowest of the compared OMol25 structures with the same formula, charge and spin: 10.6 kcal/mol
- Strongest force on any atom: 0.71 eV/A
- HOMO-LUMO gap: 0.4664 hartree
- E: -32988.2815 eV
- Charge: +2
- HOMO energy: -19.31 eV

Geometry (Å):
Ca (-0.1906, 0.0567, 0.0212)
O (-0.3625, 1.3545, 1.9954)
H (-0.0509, 0.9719, 2.8156)
H (-0.4142, 2.2936, 2.1730)
O (-1.4536, -1.2193, -1.5211)
H (-1.5566, -0.9497, -2.4337)
H (-2.0942, -1.9209, -1.4043)
O (1.4183, -0.7639, -1.4094)
H (2.3048, -0.6054, -1.0850)
H (1.5407, -1.0369, -2.3187)
O (-0.5759, 1.6980, -1.6682)
H (-1.2234, 1.7486, -2.3713)
H (-0.1556, 2.5580, -1.6667)
O (-2.0265, -1.3287, 1.1797)
H (-2.7539, -1.4652, 0.5727)
H (-1.9911, -2.1335, 1.6967)
O (1.0814, -1.2746, 1.5231)
H (0.6134, -1.8789, 2.0993)
H (1.9897, -1.3123, 1.8227)
O (1.6935, 1.4650, 0.0588)
H (1.6389, 2.2229, -0.5232)
H (2.5683, 1.5202, 0.4434)

Atomic partial charges in e from the Mulliken method, atoms 1 to 8: 1.997 -0.576 0.305 0.286 -0.564 0.266 0.274 -0.561

Computed, not measured: CaH16O8 as an isolated structure, with ωB97M-V/def2-TZVPD.

- Energy above the lowest of the compared OMol25 structures with the same formula, charge and spin: 174.3 kcal/mol
- Strongest force on any atom: 0.71 eV/A
- HOMO-LUMO gap: 0.2381 hartree
- E: -35061.7718 eV
- Charge: +2
- HOMO energy: -16.48 eV

Geometry (Å):
Ca (-0.2079, -0.2422, 0.2697)
O (-3.3225, 2.5566, -2.7741)
H (-2.7516, 3.1513, -3.2606)
H (-4.1797, 2.9822, -2.7874)
O (-4.4268, -2.2493, 0.8533)
H (-4.8418, -2.8883, 1.4327)
H (-5.0679, -2.1044, 0.1575)
O (1.5347, -4.3853, 0.9947)
H (1.9781, -4.8882, 0.3115)
H (2.0419, -4.5585, 1.7878)
O (4.4090, -0.0395, 1.3178)
H (5.1390, 0.5515, 1.1330)
H (4.7567, -0.6564, 1.9618)
O (0.3163, -0.6421, 4.5855)
H (0.3736, -1.3915, 5.1783)
H (0.2899, 0.1201, 5.1640)
O (2.3289, 2.5327, -2.4912)
H (3.2232, 2.8351, -2.3332)
H (2.0218, 3.0649, -3.2252)
O (-0.5077, -1.9722, -3.7746)
H (-0.1293, -2.8359, -3.9388)
H (-0.7358, -1.6410, -4.6433)
O (-0.6947, 3.8481, 1.3962)
H (-0.0650, 4.4993, 1.0867)
H (-1.4825, 4.3530, 1.5980)

Atomic partial charges in e from the Mulliken method, atoms 1 to 8: 1.912 -0.655 0.328 0.333 -0.655 0.330 0.333 -0.654

Computed, not measured: CdH10O9P as an isolated structure, with ωB97M-V/def2-TZVPD.

- Energy above the lowest of the compared OMol25 structures with the same formula, charge and spin: 77.0 kcal/mol
- Strongest force on any atom: 10.58 eV/A
- HOMO-LUMO gap: 0.1053 hartree
- E: -32442.9428 eV
- Charge: -1
- HOMO energy: -1.30 eV

Geometry (Å):
Cd (0.3586, 0.4011, 0.1878)
P (-1.1660, -1.2322, 1.4474)
O (-0.4644, 0.0474, 1.9033)
O (-2.6928, -1.1198, 1.6131)
O (-0.9238, -2.4262, 2.4130)
O (-0.6093, -1.3971, 0.0639)
O (1.0308, 0.2697, -1.7932)
H (1.9225, -0.0607, -1.9029)
H (0.5764, 0.0042, -2.5927)
O (2.1307, -0.6483, 0.8016)
H (2.7559, -0.5054, 1.5121)
H (2.2651, -1.5602, 0.5434)
O (1.5594, 1.9992, 0.6982)
H (1.6854, 2.6813, 0.0386)
H (2.3012, 2.1017, 1.2943)
O (-2.0321, -1.0646, -1.8874)
H (-2.9094, -1.2498, -1.5523)
H (-1.4511, -1.2352, -1.1461)
O (-1.0952, 1.6199, -0.3810)
H (-1.2870, 1.8785, -1.2824)
H (-1.9550, 1.4964, 0.0213)

Atomic partial charges in e from the Mulliken method, atoms 1 to 8: 0.899 0.842 -0.687 -0.838 -0.917 -0.889 -0.498 0.280

Computed, not measured: Cl2FHOP as an isolated structure, with ωB97M-V/def2-TZVPD.

- Energy above the lowest of the compared OMol25 structures with the same formula, charge and spin: 77.7 kcal/mol
- Strongest force on any atom: 4.99 eV/A
- HOMO-LUMO gap (alpha / beta): 0.3422 / 0.3422 hartree
- E: -39106.1880 eV
- Charge: +1
- HOMO energy (alpha / beta): -17.13 / -17.13 eV

Geometry (Å):
O (-0.1978, 0.0320, 0.7103)
F (-3.0213, 0.5046, 1.5723)
P (-2.4066, -0.2273, 0.3252)
Cl (-2.7518, -2.1319, 0.4734)
Cl (-3.1245, 0.6572, -1.2204)
H (0.2749, -0.7484, 0.3963)

Need the Mulliken charges? In units of e they are: -0.469 -0.105 1.081 0.054 0.073 0.365

Computed, not measured: Cl2H2N2 as an isolated structure, with ωB97M-V/def2-TZVPD.

- Energy above the lowest of the compared OMol25 structures with the same formula, charge and spin: 70.2 kcal/mol
- Strongest force on any atom: 3.10 eV/A
- HOMO-LUMO gap (alpha / beta): 0.3156 / 0.3123 hartree
- E: -28051.5793 eV
- Charge: 0
- HOMO energy (alpha / beta): -9.67 / -9.43 eV

Geometry (Å):
N (1.0290, -1.1960, 0.2971)
N (-0.6760, 1.7292, -0.2330)
Cl (-0.4485, -1.6538, -0.1021)
Cl (-1.7394, 0.6083, 0.1582)
H (1.7154, -1.0314, -0.5501)
H (0.1195, 1.5437, 0.4299)

Need the Mulliken charges? In units of e they are: -0.353 -0.335 0.085 0.060 0.262 0.281